{
  "formula": "C4H5NO2",
  "method": "ωB97M-V/def2-TZVPD",
  "fmax_ev_per_a": 0.56,
  "e_lumo_ev": 0.6231,
  "homo_ev": -10.19,
  "charge": 0,
  "molar_mass_g_mol": 99.09,
  "de_lowest_ev": 1.4426,
  "energy_ev": -9812.8722,
  "gap_ev": 10.82,
  "smiles": "O=C[C@H]1CN=CO1",
  "elements": ["O", "C", "C", "C", "N", "C", "O", "H", "H", "H", "H", "H"],
  "coordinates": [[0.939, -0.867, -2.350], [0.410, 0.075, -1.815], [-0.242, -0.019, -0.457], [0.349, -0.877, 0.651], [-0.272, -0.247, 1.834], [-0.529, 0.937, 1.464], [-0.332, 1.277, 0.160], [0.328, 1.063, -2.311], [-1.282, -0.369, -0.558], [0.101, -1.933, 0.535], [1.436, -0.780, 0.758], [-0.906, 1.740, 2.089]],
  "atomic_forces_ev_per_a": [[-0.2, 0.4, 0.3], [0.1, -0.4, -0.1], [0.0, -0.2, 0.0], [0.1, -0.1, -0.1], [0.1, 0.5, 0.0], [0.0, -0.1, 0.3], [-0.1, 0.0, 0.0], [0.1, -0.1, 0.1], [0.1, 0.0, -0.4], [0.0, 0.2, 0.1], [-0.1, 0.0, -0.2], [0.1, -0.1, 0.0]]
}